No. 1
37
Properties=species:S:1:pos:R:3:forces:R:3 method="wB97M-V/def2-TZVPD" homo_lumo_gap_ev=9.499 mol_weight_g_mol=175.32 energy_ha=-521.39906 multiplicity=1 max_force_ev_per_a=5.64 charge=+2
C 1.474149 1.206627 -1.886813 0.83 0.26 -0.42
C 2.399930 -0.775126 -0.838148 0.48 -1.71 3.41
C -2.174259 -1.468708 0.394124 0.31 -3.03 -4.75
C -0.193794 -2.627996 0.584414 0.70 -1.14 -2.42
C -0.736057 -1.596535 -1.665651 -2.82 0.89 1.12
C 0.811826 2.462455 1.082381 0.93 -1.97 2.37
C -0.735373 0.885882 2.155045 1.39 -1.12 -1.52
C -1.222925 2.079047 0.060853 -2.14 -1.01 2.64
C 0.578215 0.182737 0.294111 0.07 0.20 -1.56
N 1.450906 0.317128 -0.682793 -0.54 0.04 -2.35
N -0.735953 -1.494855 -0.152564 -0.94 2.25 0.39
N -0.182573 1.305213 0.806084 0.74 2.62 0.44
H 2.566631 1.290740 -2.171501 -1.16 0.93 0.95
H 1.144100 0.808243 -2.838565 -0.76 -1.11 0.16
H 0.865529 2.117325 -1.808285 0.87 -0.07 0.44
H 3.089784 -0.646230 -1.617746 0.98 0.73 -0.80
H 2.921905 -0.947207 0.178720 -0.37 0.49 -1.64
H 1.956850 -1.751255 -1.021733 -0.50 0.19 -0.24
H -2.314516 -1.474982 1.402148 0.16 0.50 2.79
H -2.744513 -0.808008 -0.182810 -0.81 1.57 -0.31
H -2.680792 -2.476916 0.085652 1.03 1.41 0.40
H 0.899666 -2.808316 0.394123 -1.24 -0.05 0.13
H -0.353550 -2.335092 1.582514 -0.03 -0.58 1.53
H -0.880297 -3.452710 0.193628 1.48 0.24 1.25
H -1.098925 -2.616900 -1.855949 0.65 0.21 -0.59
H -1.560928 -0.891654 -2.053311 1.19 -1.02 0.61
H 0.171374 -1.253170 -2.130390 0.42 -0.55 0.06
H 1.769306 2.013473 0.993640 1.13 -0.25 0.42
H 0.778231 3.096745 0.264548 -0.45 1.83 -0.90
H 0.702155 2.810221 2.149391 -0.27 0.18 -1.57
H 0.189747 0.812751 2.728910 -0.70 -0.57 0.64
H -1.375275 1.632839 2.482081 -0.97 1.49 0.85
H -1.322326 -0.004131 1.958337 0.39 -0.13 0.60
H -1.517045 2.876263 0.826141 0.28 -0.87 -1.52
H -0.979736 2.486257 -0.881594 0.54 0.16 -0.87
H -1.999160 1.331218 0.060270 -0.99 0.36 -0.85
H 1.037692 -0.285375 1.110735 0.12 -1.33 1.14

***

No. 2
41
Properties=species:S:1:pos:R:3:forces:R:3 method="wB97M-V/def2-TZVPD" homo_lumo_gap_ev=10.704 mol_weight_g_mol=239.32 energy_ha=-822.10701 multiplicity=1 max_force_ev_per_a=18.49 charge=+2
O 3.626840 -7.816860 -5.980200 -3.14 -8.81 -8.42
H 2.940690 -7.350110 -6.495810 -1.06 0.16 -0.03
C 3.663120 -3.890180 -4.577430 -0.01 -0.80 -0.59
C 3.117740 -5.119180 -5.321020 -1.32 1.23 -1.77
O 2.473140 -5.052520 -6.380740 1.29 -1.32 4.03
N 3.434810 -6.485350 -4.685950 -2.31 14.66 11.02
H 3.576200 -7.223960 -5.360150 1.06 5.24 6.84
H 4.253700 -6.295420 -4.126080 0.32 0.05 0.58
C 2.254700 -6.788500 -3.805410 -0.10 -0.86 -2.02
H 3.640730 -3.927310 -3.488300 -0.63 -0.21 0.00
H 3.185690 -3.000570 -4.988210 0.08 -0.10 0.17
H 4.736820 -3.839850 -4.758370 0.18 0.06 -0.46
H 1.783850 -6.093520 -3.110140 1.22 0.09 0.59
H 2.546620 -7.797420 -3.513920 -1.03 0.07 0.99
H 1.495320 -6.796400 -4.587310 -0.44 -0.67 0.42
C 0.765010 -8.310870 -6.796640 0.97 -1.12 0.04
C 1.399530 -9.688320 -6.355640 -5.69 -2.08 2.00
O 0.568410 -10.592890 -6.036120 5.47 3.57 -1.40
N 2.930680 -9.767140 -6.115020 -4.14 -7.82 0.09
H 3.345550 -9.732930 -7.035240 0.22 -0.86 -0.39
H 3.290060 -8.922050 -5.694580 -0.71 -0.09 1.15
C 3.373800 -10.971650 -5.271250 0.60 -0.02 -0.60
H 0.876120 -7.545230 -6.028820 0.44 -0.08 -0.24
H -0.318870 -8.389130 -6.881340 0.18 -0.63 -0.20
H 1.177690 -8.008410 -7.759090 -0.02 0.35 -0.01
H 3.085590 -10.889910 -4.223220 -0.51 0.40 -0.29
H 4.462250 -10.913950 -5.277760 0.05 -0.18 -0.10
H 3.064300 -11.944260 -5.653780 -0.19 0.35 -0.20
C 6.782080 -6.214030 -6.936900 -0.09 -0.52 -0.36
C 5.335800 -6.296920 -7.345440 -0.96 2.20 0.67
O 4.622780 -5.296490 -7.357410 2.05 -3.78 -0.99
N 4.770030 -7.722170 -7.591460 4.82 3.42 -9.47
H 5.551720 -8.353070 -7.486470 0.39 -0.34 -0.83
H 4.043380 -7.991550 -6.943760 1.43 -0.92 -1.16
C 4.079150 -7.711880 -9.032330 1.68 -0.58 0.86
H 6.804510 -6.297060 -5.850300 0.08 0.22 0.20
H 7.179150 -5.253040 -7.263890 -0.09 -0.04 0.22
H 7.430040 -7.010410 -7.303010 -0.16 -0.06 -0.20
H 3.926580 -8.776480 -9.209670 0.14 0.19 -0.68
H 4.780680 -7.204590 -9.694600 -0.17 -0.54 -0.31
H 3.129560 -7.181900 -9.106500 0.10 0.18 0.88

***

No. 3
56
Properties=species:S:1:pos:R:3:forces:R:3 method="wB97M-V/def2-TZVPD" homo_lumo_gap_ev=10.096 mol_weight_g_mol=562.34 energy_ha=-3457.53702 multiplicity=1 max_force_ev_per_a=5.12
O -1.481646 0.288533 0.240449 -1.31 -0.25 0.86
S -2.032107 1.383904 -0.508054 2.33 0.08 -1.26
O -1.035786 2.176385 -1.175365 -0.43 0.66 -0.08
C -3.141230 0.834721 -1.783177 -0.07 -0.27 0.51
C -4.198319 -0.178335 -1.299521 0.10 0.36 -0.03
P -3.420440 -1.871522 -1.247354 1.63 -1.26 -0.65
O -2.012299 -1.827506 -1.650219 -0.21 0.82 -0.49
O -4.227262 -2.861497 -2.185049 -0.62 0.51 0.51
O -3.573171 -2.475444 0.209091 -1.08 0.55 -0.07
C -4.933923 0.154395 -0.004587 -0.78 -0.60 -0.81
O -5.478808 1.455465 -0.298044 0.03 -0.34 -0.26
S -6.194026 1.234059 -1.736498 -0.39 1.89 -0.99
O -7.565354 0.921520 -1.606970 0.16 -1.17 0.52
O -5.894450 2.364349 -2.539329 0.63 0.04 0.04
O -5.292074 -0.019138 -2.245291 -0.49 -0.17 0.57
H -2.757204 2.236848 0.262598 -0.29 -0.34 0.05
H -3.558395 1.727598 -2.248362 -0.28 0.03 0.28
H -2.533695 0.353968 -2.549593 0.39 0.05 0.26
H -3.812072 -2.776884 -3.056979 -0.12 -0.32 -0.05
H -3.111272 -1.901918 0.840991 0.22 -0.30 0.07
H -4.412440 0.037176 0.936474 0.04 0.67 0.09
H -5.816233 -0.492027 -0.064107 0.34 -0.55 0.86
C 2.689597 4.633099 -0.729059 0.14 -0.02 -0.08
O 2.813068 5.192259 0.592756 -2.27 -1.14 -0.73
P 2.389270 4.270339 1.866863 3.69 0.50 3.40
O 2.284714 5.205849 2.988970 -0.51 0.18 -0.26
O 3.755117 3.389339 1.864016 -0.22 -0.27 0.14
C 4.972103 4.032611 2.235937 0.18 0.07 -0.25
O 1.467432 3.012573 2.243319 -0.95 0.62 -2.39
C 1.331097 1.929935 1.292526 0.10 -0.18 -0.01
H 3.105619 5.350967 -1.430368 0.02 0.06 0.08
H 3.245249 3.695267 -0.806821 0.00 0.02 0.03
H 1.642286 4.461557 -0.979630 0.01 0.02 -0.04
H 4.786375 4.927311 2.828973 -0.07 -0.02 0.00
H 5.541697 4.297907 1.343198 -0.01 0.04 0.00
H 5.551771 3.324837 2.825243 -0.04 -0.03 0.00
H 2.282089 1.411407 1.169539 0.04 0.09 0.04
H 0.980997 2.304727 0.332568 -0.05 -0.10 -0.02
H 0.599726 1.228899 1.682537 -0.05 0.11 0.10
C 2.910229 -4.355987 -1.624053 -0.07 0.15 -0.09
O 1.800778 -4.841048 -0.847107 2.50 -0.62 0.74
P 1.810466 -4.593151 0.764565 -4.66 1.73 1.24
O 0.773264 -5.487775 1.283266 0.40 -0.45 -0.10
O 1.369425 -3.038087 0.672841 0.20 0.03 0.40
C 0.040370 -2.733440 0.233218 0.12 0.05 -0.27
O 2.818979 -4.329488 1.993625 1.68 -0.87 -1.99
C 3.988084 -3.512211 1.786374 0.03 0.18 0.12
H 2.678504 -4.526660 -2.671587 -0.07 -0.04 0.03
H 3.058314 -3.285252 -1.461972 -0.03 -0.01 0.01
H 3.823671 -4.896644 -1.373021 0.00 -0.02 -0.06
H -0.629050 -3.583546 0.365739 0.08 -0.07 0.01
H 0.050160 -2.438718 -0.811090 0.00 -0.02 -0.02
H -0.317201 -1.894419 0.826815 0.08 0.02 0.01
H 3.697980 -2.481599 1.581330 -0.07 -0.04 -0.03
H 4.597918 -3.895036 0.967484 0.04 0.00 0.04
H 4.572109 -3.540473 2.701903 -0.06 -0.09 0.03

***

No. 4
43
Properties=species:S:1:pos:R:3:forces:R:3 method="wB97M-V/def2-TZVPD" homo_lumo_gap_ev="6.712 / 4.525" mol_weight_g_mol=579.58 energy_ha=-3239.23365 multiplicity=1 max_force_ev_per_a=2.42 charge=+2
C 0.313491 0.182429 1.249635 1.63 1.68 0.60
I -0.804460 -1.276609 0.376067 -1.00 -1.05 -0.95
H -0.316941 1.094960 1.375414 0.85 -0.48 -0.26
H 1.137942 0.408193 0.546251 -0.28 -0.09 0.67
H 0.710535 -0.142764 2.227111 -0.07 0.10 -0.65
Lu -1.233307 2.552667 -2.880659 -0.52 0.63 0.70
P 0.918965 0.890547 -2.907003 1.01 -0.03 -0.42
C 1.891792 -0.654923 -2.987340 -0.08 -0.76 -0.09
C 0.051685 0.850360 -4.562394 -0.38 0.29 -0.33
H 0.810677 1.041797 -5.323198 -0.30 0.02 -0.16
H 2.573069 1.986970 -4.335403 -0.05 0.11 0.37
H -0.827713 1.569918 -4.805211 1.14 -0.96 -0.04
H 1.940367 3.123933 -3.074000 0.29 -0.20 -0.19
H 1.235223 -1.516353 -3.168524 0.07 0.22 0.08
H -0.331940 -0.163469 -4.690270 -0.20 0.11 -0.10
C 2.262793 2.091566 -3.285406 -0.13 0.23 0.25
H 2.611764 -0.601767 -3.825780 -0.39 0.17 0.34
H 3.113560 1.853389 -2.628952 -0.27 0.18 -0.15
H 2.448820 -0.865124 -2.058826 -0.27 0.33 -0.10
P -2.321581 1.020275 1.836948 -1.72 -0.38 1.53
C -2.419616 -0.263068 3.119578 0.21 -0.36 -0.10
C -2.057750 2.503746 2.824449 0.50 0.46 -0.49
H -3.900426 1.848397 0.249247 -0.18 -0.06 0.22
H -4.671928 1.453100 1.823311 0.10 -0.02 -0.09
H -4.238839 0.151466 0.661533 0.10 0.16 0.15
C -3.944093 1.123394 1.071554 -0.05 0.11 -0.60
H -2.000220 3.376399 2.166246 -0.10 0.02 0.24
H -2.897585 2.591799 3.522874 0.09 0.04 -0.12
H -2.916978 0.152169 4.001625 0.02 0.05 -0.13
H -1.416108 -0.591973 3.406591 -0.13 0.13 0.04
H -1.114354 2.424867 3.377892 -0.23 -0.03 -0.05
H -2.964493 -1.139796 2.760920 0.03 0.20 0.00
Cl -2.250344 4.502102 -1.978149 0.22 -0.47 -0.06
N 1.694118 -3.887995 2.325446 -0.19 -1.24 0.16
C 2.051086 -3.414006 0.985022 0.17 0.00 -0.58
C 2.538309 -1.977046 1.218305 0.29 0.88 -0.72
O 2.365641 -1.567585 2.406821 -0.02 -0.03 -0.75
O 2.965218 -1.400300 0.198756 -0.51 -0.10 0.90
H 1.518130 -2.996145 2.851796 0.27 0.14 0.09
H 2.541634 -4.307831 2.711421 -0.36 -0.09 0.41
H 0.931704 -4.566155 2.309185 0.16 0.06 0.32
H 2.832987 -4.052014 0.573357 -0.12 0.17 -0.13
H 1.169163 -3.409520 0.333760 0.38 -0.12 0.20

***

No. 5
56
Properties=species:S:1:pos:R:3:forces:R:3 method="wB97M-V/def2-TZVPD" homo_lumo_gap_ev=7.024 mol_weight_g_mol=506.91 energy_ha=-3373.05067 multiplicity=1 max_force_ev_per_a=2.12
Cu -0.382019 0.188330 -0.023357 0.39 -0.29 0.45
C 1.711151 -1.486871 1.981250 -0.55 1.21 -1.64
O 2.548843 -2.124082 0.996968 0.13 0.00 0.57
O 0.467777 -1.419135 1.498097 -0.79 0.27 0.80
C 1.794479 -2.224590 3.322461 0.97 -1.03 -0.52
F 3.071479 -2.281210 3.791861 -0.15 0.26 0.13
F 1.069534 -1.636503 4.280285 -0.40 0.20 0.26
F 1.404908 -3.508778 3.240495 -0.34 0.16 0.01
C 3.899986 -1.770119 1.025835 1.50 -0.52 -0.34
C 4.644235 -2.532643 -0.063338 -0.68 -1.04 -0.45
H 4.157131 -2.424941 -1.039485 0.26 0.61 0.02
H 5.704507 -2.285542 -0.088944 -0.05 0.24 -0.13
H 4.576461 -3.622923 0.053926 0.06 0.15 0.52
H 4.397822 -2.041947 1.963293 -0.25 0.14 0.13
H 4.143268 -0.712256 0.842452 -0.76 0.19 0.18
H 2.107109 -0.457191 2.125866 0.46 -0.21 0.41
C -0.415210 1.983138 2.746542 -0.19 -0.59 0.46
O 0.183160 2.057510 1.686323 -0.01 0.47 -0.51
N -1.271219 2.946987 3.222448 0.01 0.45 0.14
N -0.257452 0.898077 3.553003 0.12 0.14 -0.12
H -1.337640 3.840487 2.773235 0.16 -0.14 -0.35
H -1.983315 2.761159 3.902609 0.14 -0.28 0.08
H -0.632461 0.825294 4.479357 -0.15 0.06 -0.07
H 0.076049 0.063049 3.086377 0.15 0.10 -0.02
C -2.885494 -0.922995 1.713452 0.40 -0.54 -0.03
O -2.407076 -0.217840 0.837488 0.01 0.21 -0.52
N -2.178175 -1.329659 2.807156 -0.94 0.30 -0.22
N -4.178217 -1.396540 1.621712 0.51 0.22 0.82
H -1.166699 -1.357130 2.723410 0.20 -0.15 -0.32
H -2.664578 -1.823145 3.530512 0.28 -0.29 0.05
H -4.690379 -1.306130 0.768800 -0.03 0.17 -0.04
H -4.504422 -1.973171 2.373988 -0.33 -0.19 -0.30
C 1.676178 0.419704 -2.852853 -0.13 -0.38 -0.17
O 1.621622 0.361395 -1.636575 -0.13 0.07 0.26
N 0.596995 0.218518 -3.662414 -0.15 0.21 -0.34
N 2.883292 0.659226 -3.490556 -0.30 0.47 0.64
H 0.546746 0.679108 -4.554250 0.24 -0.10 -0.06
H -0.290540 0.005553 -3.215811 0.14 -0.02 0.30
H 3.611574 0.634349 -2.793501 0.30 -0.05 -0.36
H 3.075101 0.289197 -4.402797 -0.03 -0.17 0.01
C -2.807042 -0.669400 -2.377055 0.69 -0.63 -0.91
O -1.605342 -0.755022 -2.152057 -0.45 0.07 0.37
N -3.662907 -1.725936 -2.230045 -0.49 0.66 -0.01
N -3.354985 0.448165 -2.973035 -0.02 -0.19 0.46
H -3.368689 -2.610159 -1.862251 0.32 0.12 0.15
H -4.645574 -1.553154 -2.341192 -0.04 -0.20 0.09
H -4.152365 0.338355 -3.573405 0.00 0.05 -0.03
H -2.661564 1.126463 -3.235698 -0.04 0.08 0.06
C -0.508744 3.048004 -2.010874 0.36 0.90 0.99
O -1.037988 2.224326 -1.288480 -0.20 -0.40 -0.21
N -1.250318 3.775308 -2.920864 -0.06 -0.70 -0.10
N 0.782804 3.485876 -1.844230 -0.14 0.15 -0.62
H -0.873651 4.429770 -3.578825 0.11 0.04 0.07
H -2.192840 3.449402 -3.033902 -0.03 0.14 -0.13
H 1.331094 3.194817 -1.054389 -0.21 -0.55 0.02
H 1.283596 3.817444 -2.649018 0.07 0.14 0.09

***

No. 6
55
Properties=species:S:1:pos:R:3:forces:R:3 method="wB97M-V/def2-TZVPD" homo_lumo_gap_ev="2.430 / 8.538" mol_weight_g_mol=571.10 energy_ha=-1591.24090 multiplicity=2 max_force_ev_per_a=10.89
Rb -0.235653 -1.536055 -4.405115 -0.15 0.10 -0.01
Rb -1.019211 3.896777 -2.869362 -0.09 -0.24 0.05
B -1.513002 0.874983 -1.498176 -0.04 -1.70 -0.67
F -2.565937 1.427259 -2.205496 -0.75 0.62 -0.91
F -0.988034 1.877734 -0.824989 2.43 2.98 1.35
F -1.952509 -0.018145 -0.567290 -0.81 -1.54 0.61
F -0.607993 0.236953 -2.393701 -0.08 0.27 0.02
C 3.722329 0.157017 2.675437 -2.41 -0.07 -0.46
O 3.096507 -1.086319 2.306777 1.50 -0.15 1.02
C 4.120260 -2.061304 2.355398 -0.16 -2.28 -0.67
C 4.405521 -2.596935 0.959591 1.75 2.16 -0.67
N 5.192163 -1.550944 0.176433 -0.87 -0.18 0.56
C 5.332130 -1.713274 -1.251238 -0.90 -1.57 -0.13
C 4.118598 -1.224270 -2.146932 1.79 1.34 2.03
O 3.832899 0.099632 -1.551943 0.70 -0.96 -1.08
C 2.509924 0.556815 -1.715109 0.20 -0.30 0.46
H 2.831786 0.761572 2.847328 0.33 0.69 0.02
H 4.244693 0.514724 1.788154 0.57 0.36 0.59
H 4.246612 0.064578 3.626591 0.45 0.13 -0.35
H 3.823588 -2.972985 2.873991 -0.90 0.02 0.40
H 5.008831 -1.817127 2.937555 0.15 0.81 -0.44
H 3.437811 -2.874354 0.541630 0.00 -0.14 -0.36
H 5.112320 -3.425292 1.008222 -0.41 -0.38 0.09
H 4.802705 -0.623335 0.265757 -0.29 -0.01 0.50
H 5.420970 -2.790508 -1.391859 0.16 -0.22 -0.44
H 6.299578 -1.301283 -1.538330 -0.30 0.42 -0.39
H 3.260348 -1.896186 -2.140154 -0.14 0.10 0.36
H 4.529010 -1.179621 -3.155721 -0.38 0.49 -0.27
H 2.426416 1.642811 -1.673421 0.56 0.18 -0.59
H 1.960115 0.288837 -0.812897 -0.65 -0.71 -0.31
H 2.163600 0.149717 -2.665079 -0.78 0.29 0.21
C -4.705773 -1.114732 -2.908894 -0.64 -0.74 -3.59
O -5.131272 -2.057171 -3.529235 -1.12 -2.28 -1.25
N -4.394076 0.007160 -3.468057 0.87 4.29 -3.02
N -4.438990 -1.137775 -1.678426 0.90 -1.22 6.39
H -3.919297 0.740473 -2.961185 -0.44 -0.31 -0.35
H -4.445766 0.104725 -4.472007 -0.25 -0.18 0.35
H -3.896445 -0.400523 -1.251560 -0.18 -0.60 0.26
H -4.474393 -2.085379 -1.330724 0.15 0.44 0.71
C -1.707774 0.622303 3.089909 -4.37 1.48 -1.13
O -2.611188 1.415821 3.155775 -2.41 2.51 -0.40
N -0.748352 0.630432 3.856092 7.04 2.58 7.90
N -1.649623 -0.385932 2.359954 -1.01 -5.35 -5.38
H -0.996551 1.262197 4.604013 1.10 -0.10 0.58
H -0.086012 -0.117323 4.005280 -0.25 0.38 0.07
H -0.808309 -0.927036 2.499559 -0.64 -0.46 -1.38
H -2.253886 -0.337519 1.552096 0.55 -0.93 -0.31
C -5.341349 2.702543 0.362431 -1.16 -1.42 -3.24
O -6.003426 2.577021 -0.667495 0.59 0.08 -0.41
N -5.795245 3.226310 1.429288 -4.70 3.72 4.44
N -4.174530 2.259066 0.672981 5.59 -2.47 -1.01
H -6.737882 3.565036 1.299624 0.11 0.29 0.61
H -5.218671 3.586674 2.176150 -0.34 -0.11 -0.27
H -3.896653 2.195792 1.641943 0.32 -0.27 -0.18
H -3.580913 1.786365 0.006437 -0.22 0.12 0.11